# C2H6N2S

C2H6N2S as an isolated structure at a distorted geometry (ωB97M-V/def2-TZVPD, OMol25).

Computed properties:
**Energy**: -587.3089 Ha
**HOMO**: -9.192 eV
**ΔE to the lowest compared entry with this formula, charge and spin**: 122.5 kcal/mol
**LUMO**: -0.43 eV

Last column: Mulliken charge in e.
Geometry (Å):
C1 -1.038 -1.071 0.101  -0.61
C2 -0.511 0.967 -0.145  0.11
H1 0.169 -1.482 -0.207  0.17
H2 -0.907 -1.056 1.430  0.24
H3 -1.944 -1.894 -0.219  0.24
H4 -0.636 1.918 -0.598  0.38
H5 1.071 1.538 0.800  0.32
H6 2.856 0.452 -1.255  0.16
N1 -1.569 0.218 -0.330  -0.40
N2 0.638 0.774 0.510  -0.39
S1 1.870 -0.364 -0.087  -0.21

***

# C2H6N2S2

One molecule with the formula C2H6N2S2 at a distorted geometry (ωB97M-V/def2-TZVPD, OMol25).

Computed properties:
**Energy**: -985.6446 Ha
**SMILES**: C/C(=N/S)NS
**HOMO**: -8.637 eV
**ΔE to the lowest compared entry with this formula, charge and spin**: 24.4 kcal/mol
**LUMO**: 0.62 eV

Last column: Mulliken charge in e.
Geometry (Å):
C1 1.036 -0.312 -1.424  -1.00
C2 0.450 -0.148 -0.067  0.76
N1 1.204 -0.049 0.936  -0.44
S1 0.645 0.052 2.531  -0.10
N2 -0.992 -0.110 -0.009  -0.48
S2 -1.726 1.437 0.271  -0.10
H1 0.854 0.508 -2.110  0.28
H2 2.154 -0.439 -1.379  0.30
H3 0.592 -1.235 -1.892  0.29
H4 -0.627 -0.308 2.365  0.08
H5 -1.418 -0.549 -0.793  0.29
H6 -2.172 1.151 1.572  0.13

***

# C2H6N2S2

A 2-piece molecular cluster, C2H6N2S2 overall at a distorted geometry (ωB97M-V/def2-TZVPD, OMol25).

Computed properties:
**Energy**: -985.4715 Ha
**2S+1**: 3
**HOMO (alpha / beta)**: -5.720 / -8.972 eV
**LUMO (alpha / beta)**: 0.45 / -1.78 eV

Last column: Löwdin spin population.
Geometry (Å):
C1 -2.079 0.237 -0.189  0.48
C2 1.081 -0.321 0.314  0.03
N1 -0.471 0.081 -1.418  0.44
N2 0.659 0.483 -0.804  0.27
S1 -2.725 1.477 0.487  0.57
S2 -2.685 -1.307 -0.230  0.15
H1 0.671 -0.040 1.253  0.01
H2 0.799 -1.304 0.101  0.00
H3 2.219 -0.176 0.354  0.00
H4 -0.503 -0.894 -1.173  0.01
H5 0.791 1.534 -0.599  0.01
H6 -3.840 -1.112 0.389  0.02